Entry 1:
Density functional theory data (the ωB97M-V functional and the def2-TZVPD basis) for an isolated molecule of C9H12F4N2.

The total energy comes out at -23372.7425 eV. The max |F| comes out at 7.089 eV Å⁻¹.

Geometry as ORCA input:
```
! RIJCOSX wB97M-V def2-TZVPD def2/J DEFGRID3
* xyz 0 1
C -2.087 -2.951 -0.740
C 1.192 -0.356 -0.200
C 3.775 -0.963 0.123
C 2.556 -0.570 -0.863
C 0.401 2.350 -1.514
C -1.395 -2.961 0.554
C 0.906 0.895 0.568
C -0.178 1.738 -0.162
C -0.529 -1.730 0.900
N -2.534 -2.843 -1.782
N 0.494 -1.499 -0.094
F 3.871 -0.104 1.148
F 3.380 -2.168 0.697
F 2.452 -1.474 -1.860
F 2.968 0.582 -1.476
H 0.841 1.470 -2.119
H 1.042 3.066 -1.246
H -0.379 2.673 -2.014
H -0.693 -3.905 0.439
H -2.265 -3.207 1.152
H 0.466 0.827 1.530
H 1.907 1.314 0.690
H -1.160 1.300 -0.306
H -0.524 2.508 0.420
H -0.950 -0.715 0.916
H -0.112 -1.879 1.826
H 0.368 -2.042 -0.934
*
```

***

Entry 2:
Density functional theory data (the ωB97M-V functional and the def2-TZVPD basis) for a cluster of 2 separate species, C9H12FNO6P2 in total.

The total energy comes out at -44600.2957 eV. Its SMILES is O=C=N[PH](F)(CC(=O)c1ccccc1)P(=O)(O)O.O. The max |F| comes out at 2.096 eV Å⁻¹.

Geometry as ORCA input:
```
! RIJCOSX wB97M-V def2-TZVPD def2/J DEFGRID3
* xyz 0 1
O -2.657 -1.285 1.987
C -3.151 -1.250 0.933
N -3.535 -1.124 -0.219
P -2.601 0.077 -1.113
F -3.820 1.167 -0.765
C -1.391 1.140 -0.199
C -0.147 1.529 -1.013
O -0.215 1.971 -2.128
C 1.204 1.381 -0.342
C 2.391 1.510 -1.101
C 3.659 1.409 -0.503
C 3.785 1.136 0.877
C 2.618 1.003 1.650
C 1.355 1.143 1.043
P -1.069 -1.492 -1.551
O 0.060 -1.536 -0.588
O -1.816 -2.964 -1.560
O -0.631 -1.286 -3.107
H -2.853 0.183 -2.496
H -1.147 0.641 0.745
H -1.911 2.074 0.057
H 2.382 1.713 -2.171
H 4.577 1.536 -1.071
H 4.744 1.021 1.378
H 2.660 0.793 2.718
H 0.501 1.056 1.715
H -1.878 -3.295 -0.659
H 0.335 -1.317 -3.151
O -0.182 -2.070 3.626
H -1.088 -1.832 3.404
H -0.179 -3.032 3.606
*
```

***

Entry 3:
Density functional theory data (the ωB97M-V functional and the def2-TZVPD basis) for a structure of composition C9H12N.

The total energy comes out at -11005.8323 eV. The max |F| comes out at 4.238 eV Å⁻¹.

Geometry as ORCA input:
```
! RIJCOSX wB97M-V def2-TZVPD def2/J DEFGRID3
* xyz 1 1
C -1.136 -0.640 1.167
C -0.453 0.277 0.466
C -0.534 -1.974 1.114
C 0.999 -1.940 0.987
C 1.454 -1.359 -0.337
C 1.005 1.480 -0.592
C 0.801 0.019 -0.374
C -0.445 1.589 -0.284
C -1.391 2.682 -0.515
N 0.061 0.777 -1.521
H -2.054 -0.415 1.718
H -0.770 -2.492 2.143
H -0.845 -2.572 0.303
H 1.501 -1.486 1.880
H 1.383 -2.962 0.764
H 2.502 -1.038 -0.681
H 0.931 -1.955 -1.115
H 1.661 2.249 -0.966
H -1.733 2.849 0.481
H -2.093 2.479 -1.258
H -1.040 3.582 -0.922
H 0.199 0.848 -2.459
*
```

***

Entry 4:
Density functional theory data (the ωB97M-V functional and the def2-TZVPD basis) for a structure of composition C9H12N2.

The total energy comes out at -12502.3389 eV. The max |F| comes out at 3.436 eV Å⁻¹.

Geometry as ORCA input:
```
! RIJCOSX wB97M-V def2-TZVPD def2/J DEFGRID3
* xyz 0 1
C 2.459 -1.185 0.043
C 2.591 -0.149 0.944
C 1.322 -0.946 -0.686
C -2.579 -0.931 0.508
C -1.726 0.063 0.562
C -2.643 -0.003 1.727
C 0.650 -1.709 -1.776
C -0.215 2.449 -0.032
C -0.369 1.014 -0.475
N 1.672 0.755 0.728
N 0.895 0.279 -0.289
H 3.300 -1.860 -0.220
H 3.298 0.207 1.627
H -2.805 -1.897 0.182
H -3.439 0.662 1.885
H -2.274 -0.361 2.607
H 0.624 -2.808 -1.392
H -0.435 -1.251 -1.770
H 1.049 -1.750 -2.801
H -1.096 2.974 -0.239
H -0.007 2.552 0.994
H 0.583 3.011 -0.642
H -0.854 0.883 -1.485
*
```

***

Results for energy above the lowest of the compared OMol25 structures with the same formula, charge and spin: 190.0 0.0 388.8 617.1 (in kJ/mol, following the order of the records).